(1)
A 2-piece molecular cluster, C3H7N2O2 overall, computed with wB97M-V/def2-TZVPD.

As for the maximum force: 0.0711 Eh/bohr. As for the molar mass: 103.10 g mol⁻¹. As for the total energy: -378.047662 Eh. Its HOMO energy is -14.758 eV. For the relative energy (zero: lowest compared OMol25 entry of this formula, charge and spin), the calculation gives 541.28 kJ/mol. Its net charge is +1. The calculation puts the orbital gap at 0.38635 Eh. The spin multiplicity is 1.

Geometry as XYZ:
```
14
Properties=species:S:1:pos:R:3:forces:R:3:lowdin_charge:R:1
C 0.038225 0.874387 1.201844 -0.66 0.05 -0.24 -0.123
C 0.556626 0.967007 2.377047 1.54 -0.43 0.93 0.147
C -0.536102 0.692193 -0.072046 -0.61 -0.49 -2.22 -0.349
N 0.448309 0.854787 -2.273541 1.06 -0.25 2.21 0.147
N -1.109533 -1.267195 -0.072980 0.62 1.93 -3.04 0.221
O -1.326109 1.210826 0.829270 -0.43 0.46 0.02 0.193
O -0.622775 1.113445 -1.309446 0.21 -0.45 0.11 0.030
H -0.074381 1.496094 3.088580 0.30 -0.29 0.21 0.114
H 1.543239 0.537927 2.646007 -0.78 0.66 -0.25 0.114
H 0.053179 0.907615 -3.198100 -0.67 -0.33 0.00 0.108
H 0.852820 -0.051096 -1.996303 -0.37 0.43 -0.81 0.105
H -1.841470 -1.478455 -0.732455 -0.97 0.45 0.22 0.115
H -1.374068 -1.280897 0.861239 -0.37 -0.92 1.92 0.081
H -0.385057 -1.837610 -0.444385 1.13 -0.81 0.93 0.096
```
Positions in Å, forces in eV/Å.

(2)
An isolated ion of composition C3H7N2S and charge +1, computed with wB97M-V/def2-TZVPD.

As for the maximum force: 0.0595 Eh/bohr. As for the molar mass: 103.17 g mol⁻¹. As for the total energy: -625.797231 Eh. Its HOMO energy (alpha / beta) is -13.846 / -13.819 eV. For the relative energy (zero: lowest compared OMol25 entry of this formula, charge and spin), the calculation gives 459.33 kJ/mol. Its net charge is +1. The calculation puts the orbital gap (alpha / beta) at 0.25198 / 0.23837 Eh. The spin multiplicity is 1.

Geometry as XYZ:
```
13
Properties=species:S:1:pos:R:3:forces:R:3:lowdin_charge:R:1
C -0.102605 0.719373 0.044965 -0.23 0.41 0.82 -0.455
C -0.314492 2.153894 0.178911 0.19 1.10 -1.30 -0.065
C -0.877072 -1.553623 -0.373604 -0.61 -2.97 0.40 -0.097
N 1.747727 -1.131454 0.255150 1.25 -1.36 0.06 -0.326
N -0.857736 -0.195720 -0.081967 0.20 0.00 -1.27 0.067
S 1.866536 0.392918 0.370318 0.55 -1.28 -0.70 1.093
H -1.267046 2.406380 -0.336345 0.95 0.06 -0.22 0.120
H -0.589145 2.303918 1.200987 0.52 0.59 0.98 0.094
H 0.617305 2.705094 -0.200008 -1.70 -0.31 0.78 0.111
H -1.731592 -1.839998 -1.075398 1.52 0.63 0.54 0.129
H 0.170546 -2.003518 -0.567183 -1.94 0.83 -0.46 0.091
H -1.155941 -2.070875 0.565822 0.08 0.11 -0.26 0.114
H 2.493514 -1.886395 0.018348 -0.78 2.20 0.63 0.124
```
Positions in Å, forces in eV/Å.

(3)
An isolated ion of composition C3H7N2S and charge +1, computed with wB97M-V/def2-TZVPD.

As for the maximum force: 0.0885 Eh/bohr. As for the molar mass: 103.17 g mol⁻¹. As for the total energy: -625.905174 Eh. The SMILES is SN1C=[NH+]CC1. Its HOMO energy is -14.256 eV. For the relative energy (zero: lowest compared OMol25 entry of this formula, charge and spin), the calculation gives 175.93 kJ/mol. Its net charge is +1. The calculation puts the orbital gap at 0.36998 Eh. The spin multiplicity is 1.

Geometry as XYZ:
```
13
Properties=species:S:1:pos:R:3:forces:R:3:lowdin_charge:R:1
S 2.529261 -0.709516 -0.183566 0.53 0.44 0.26 0.933
N 0.910457 -0.212779 -0.264980 -0.49 1.50 -1.37 -0.492
C 0.535505 1.028555 -0.629876 -0.10 0.88 0.58 -0.068
N -0.721878 1.356959 -0.279425 0.37 -3.11 1.10 0.084
C -1.362766 0.201511 0.452905 2.01 -2.29 1.34 -0.037
C -0.132212 -0.957087 0.368029 -3.27 3.16 0.17 -0.125
H 2.384988 -1.664993 -1.075580 0.10 -0.59 -0.57 -0.108
H 1.273399 1.748428 -1.115904 -1.18 -1.11 0.72 0.186
H -1.224135 2.193979 -0.075331 0.68 1.24 -0.80 0.154
H -2.138451 -0.315274 -0.112212 -0.44 0.97 0.16 0.109
H -1.627360 0.361809 1.605247 0.43 0.20 -2.84 0.170
H 0.126925 -1.180590 1.326852 1.10 -0.61 2.71 0.078
H -0.553733 -1.851001 -0.016160 0.26 -0.67 -1.45 0.118
```
Positions in Å, forces in eV/Å.

(4)
An isolated ion of composition C3H7N2S and charge +1, computed with wB97M-V/def2-TZVPD.

As for the maximum force: 0.0879 Eh/bohr. As for the molar mass: 103.17 g mol⁻¹. As for the total energy: -625.909069 Eh. The SMILES is CC(=S)/[NH+]=C/N. Its HOMO energy is -13.044 eV. For the relative energy (zero: lowest compared OMol25 entry of this formula, charge and spin), the calculation gives 165.70 kJ/mol. Its net charge is +1. The calculation puts the orbital gap at 0.29279 Eh. The spin multiplicity is 1.

Geometry as XYZ:
```
13
Properties=species:S:1:pos:R:3:forces:R:3:lowdin_charge:R:1
C -0.886384 1.706313 -0.056984 -1.73 -3.24 1.28 -0.025
C -1.391680 0.029396 0.102002 -1.87 3.66 -1.88 -0.737
S -2.940147 -0.516935 -0.064576 2.15 0.65 0.55 0.787
N -0.327218 -0.838694 0.256689 0.86 0.17 -0.26 0.035
C 0.925415 -0.500917 -0.033722 -1.00 -0.98 0.36 -0.087
N 1.912831 -1.338362 -0.110888 3.27 1.61 -0.24 0.223
H -1.774110 2.317032 -0.115768 -0.49 -0.25 -0.18 0.057
H -0.564002 1.820546 0.999715 0.92 0.59 -1.02 0.086
H -0.301863 1.925030 -0.970470 0.26 -0.31 0.97 0.081
H -0.646927 -1.775662 0.401661 0.25 -0.93 0.15 0.143
H 1.056782 0.539072 -0.247394 0.52 0.32 0.04 0.136
H 2.925464 -1.068341 -0.173728 -1.64 0.90 -0.25 0.181
H 2.011839 -2.298473 0.013466 -1.51 -2.18 0.49 0.121
```
Positions in Å, forces in eV/Å.